[1]
{
  "formula": "C6H15NO",
  "method": "ωB97M-V/def2-TZVPD",
  "relative_energy_kj_mol": 348.0,
  "smiles": "CC/C=C/NCC.O",
  "charge": 0,
  "gap_ev": 8.97,
  "symbols": ["H", "H", "H", "H", "H", "H", "C", "N", "H", "O", "H", "H", "C", "C", "C", "H", "H", "H", "C", "H", "H", "H", "C"],
  "xyz": [[-1.377, -0.084, -3.803], [-2.908, 0.252, -1.679], [1.714, -0.103, 2.252], [1.597, 0.864, 3.644], [-2.354, -0.979, 0.775], [-0.883, -1.215, 2.449], [-0.177, 0.895, 2.292], [-0.533, -0.490, 1.843], [5.249, 0.337, -1.867], [4.480, 0.311, -1.281], [-0.573, -1.217, -2.972], [1.945, 1.724, 2.260], [-2.082, -0.389, -1.622], [-1.390, -0.440, 0.667], [-1.520, -0.702, -3.022], [-0.227, 0.574, -0.851], [-0.274, 1.596, 1.486], [-0.677, 1.342, 3.101], [-1.049, -0.014, -0.530], [-2.253, -1.324, -3.647], [4.572, -0.559, -0.719], [-2.675, -1.260, -1.355], [1.396, 0.880, 2.578]],
  "mulliken_charge": [0.45, 0.35, 0.34, 0.31, 0.22, 0.22, -0.43, -0.24, 0.32, -0.65, 0.35, 0.32, -0.39, -0.52, -1.36, 0.44, 0.27, 0.38, -0.22, 0.30, 0.33, 0.33, -1.11]
}



[2]
{
  "formula": "C6H15NO",
  "method": "ωB97M-V/def2-TZVPD",
  "relative_energy_kj_mol": 772.5,
  "charge": 0,
  "gap_ev": 4.59,
  "symbols": ["H", "H", "H", "C", "O", "H", "H", "C", "H", "H", "C", "H", "C", "N", "H", "H", "H", "H", "H", "H", "C", "H", "C"],
  "xyz": [[-1.598, 2.282, 0.504], [-1.105, 1.604, -1.073], [-3.691, -0.408, -0.907], [1.376, -1.426, 0.726], [2.806, 1.561, -0.478], [2.354, -0.082, -0.460], [-2.824, 1.873, -0.728], [-1.870, 1.590, -0.289], [1.348, -1.622, 1.795], [-2.504, -1.702, -0.467], [-2.644, -0.657, -0.749], [3.391, -0.670, 0.796], [2.644, -1.010, 0.084], [-2.027, 0.222, 0.223], [0.809, -2.219, 0.237], [2.773, 2.315, -1.077], [-2.164, -0.573, -1.735], [3.116, -1.733, -0.577], [-1.170, 0.042, 2.021], [1.008, 0.603, 1.134], [-0.923, -0.199, 0.980], [0.529, 0.276, -0.489], [0.367, -0.065, 0.528]],
  "mulliken_charge": [0.32, 0.36, 0.32, -0.35, -0.86, 0.30, 0.34, -0.93, 0.36, 0.34, -0.89, 0.25, -0.95, -0.02, 0.33, 0.17, 0.34, 0.32, 0.40, 0.43, -0.51, 0.45, -0.48]
}



[3]
{
  "formula": "C6H15NO",
  "method": "ωB97M-V/def2-TZVPD",
  "relative_energy_kj_mol": 466.7,
  "charge": 0,
  "gap_ev": 8.13,
  "symbols": ["N", "H", "H", "C", "H", "H", "H", "H", "H", "C", "C", "H", "H", "H", "C", "H", "C", "H", "O", "H", "C", "H", "H"],
  "xyz": [[-0.060, -0.183, -0.794], [1.857, 1.405, 1.818], [1.721, -2.184, -0.312], [0.227, -0.833, 0.446], [0.126, -2.939, -0.163], [-1.061, 1.418, -0.004], [0.157, 3.001, -1.638], [-1.077, 2.107, -2.522], [0.622, 1.606, -2.615], [-0.323, 1.142, -0.743], [0.813, -2.219, 0.293], [-2.322, -1.406, 0.037], [2.091, 1.874, 0.123], [-2.765, -1.220, 1.750], [-1.979, -1.543, 1.068], [0.969, 0.162, 0.882], [-0.150, 1.998, -1.948], [0.563, -0.461, -1.543], [-0.843, -0.729, 1.350], [0.774, 2.551, 1.110], [1.343, 1.649, 0.885], [-1.773, -2.604, 1.240], [1.088, -2.591, 1.280]],
  "mulliken_charge": [-0.18, 0.36, 0.47, 0.68, 0.40, 0.42, 0.32, 0.33, 0.34, -0.22, -1.58, 0.34, 0.31, 0.28, -0.78, 0.14, -1.21, 0.25, -0.38, 0.29, -1.19, 0.27, 0.34]
}



[4]
{
  "formula": "C6H15NO",
  "method": "ωB97M-V/def2-TZVPD",
  "relative_energy_kj_mol": 88.0,
  "smiles": "CC(C)[C@@H](O)[C@H](C)N",
  "charge": 0,
  "gap_ev": 9.81,
  "symbols": ["H", "C", "H", "H", "C", "C", "H", "H", "H", "H", "N", "C", "C", "H", "C", "O", "H", "H", "H", "H", "H", "H", "H"],
  "xyz": [[0.055, 1.666, -0.494], [-1.433, -1.061, 1.018], [1.483, -1.705, 0.493], [-2.038, -0.428, 1.665], [-2.083, 0.397, -0.911], [2.049, 0.112, -1.344], [3.112, -0.111, -1.347], [1.877, 1.011, -1.930], [2.191, 1.181, 0.566], [-1.744, 0.879, -1.826], [1.904, -0.866, 0.875], [1.598, 0.300, 0.097], [0.166, 0.831, 0.214], [-0.839, 1.777, 1.586], [-0.918, -0.276, -0.187], [-0.024, 1.263, 1.543], [-2.059, -1.887, 0.683], [-0.444, -0.976, -0.882], [-2.840, -0.338, -1.177], [1.524, -0.716, -1.817], [-0.618, -1.469, 1.609], [-2.549, 1.150, -0.277], [1.632, -0.733, 1.842]],
  "mulliken_charge": [0.31, -1.47, 0.26, 0.30, -1.61, -1.41, 0.38, 0.37, 0.28, 0.39, -0.68, 0.12, -0.01, 0.38, 0.65, -0.59, 0.44, 0.19, 0.44, 0.31, 0.31, 0.32, 0.32]
}



[5]
{
  "formula": "C6H15NO",
  "method": "ωB97M-V/def2-TZVPD",
  "relative_energy_kj_mol": 458.5,
  "charge": 0,
  "gap_ev": [9.00, 9.00],
  "symbols": ["H", "H", "H", "H", "C", "H", "H", "C", "H", "C", "H", "H", "H", "H", "C", "O", "H", "N", "C", "C", "H", "H", "H"],
  "xyz": [[2.804, -0.375, -1.663], [2.764, -1.747, -0.607], [1.617, 1.844, -1.091], [0.018, 2.297, -1.686], [0.841, -0.870, -0.891], [-2.888, -0.858, 1.877], [2.610, -0.110, 0.088], [2.344, -0.754, -0.751], [0.110, -0.845, 0.467], [0.760, 1.498, -1.678], [-2.101, -1.833, 0.626], [-1.493, 1.812, 1.119], [0.078, 1.620, 1.918], [-0.579, -1.858, -1.732], [-0.894, -0.241, 1.411], [0.126, 0.382, -1.077], [-2.699, -0.217, 0.241], [0.437, -1.851, -1.656], [-0.923, 1.203, 1.819], [-2.219, -0.821, 1.010], [-0.385, -0.847, 2.157], [1.084, 1.272, -2.696], [-1.414, 1.299, 2.795]],
  "mulliken_charge": [0.33, 0.37, 0.32, 0.26, 0.93, 0.40, 0.36, -1.36, -0.27, -0.81, 0.33, 0.30, 0.29, 0.29, 0.56, -0.30, 0.31, -0.77, -1.29, -1.32, 0.34, 0.31, 0.42]
}



[6]
{
  "formula": "C6H15NO10P2Sn",
  "method": "ωB97M-V/def2-TZVPD",
  "relative_energy_kj_mol": 177.4,
  "charge": -4,
  "gap_ev": 1.80,
  "symbols": ["P", "C", "H", "O", "O", "H", "Sn", "O", "N", "O", "H", "C", "H", "O", "H", "O", "C", "H", "C", "O", "H", "P", "H", "H", "H", "H", "H", "C", "H", "C", "O", "O", "H", "H", "O"],
  "xyz": [[-14.697, -6.305, 12.553], [-9.402, -8.105, 14.450], [-9.484, -7.982, 17.306], [-12.492, -2.913, 14.484], [-12.138, -3.026, 12.074], [-11.219, -7.663, 13.542], [-11.718, -5.726, 11.020], [-15.065, -5.347, 13.705], [-9.556, -6.705, 14.932], [-10.730, -4.457, 13.562], [-10.571, -9.422, 13.339], [-8.609, -6.408, 15.998], [-9.734, -8.805, 15.222], [-9.939, -7.806, 12.095], [-8.116, -7.086, 17.959], [-14.356, -5.501, 11.197], [-8.758, -8.262, 11.538], [-7.552, -6.627, 15.771], [-9.424, -5.432, 19.004], [-13.342, -7.021, 12.957], [-8.737, -7.987, 10.480], [-11.340, -3.028, 13.442], [-10.216, -4.852, 19.480], [-9.677, -5.961, 14.239], [-8.627, -4.749, 18.693], [-8.644, -5.315, 16.029], [-8.383, -8.376, 14.142], [-8.999, -7.005, 17.314], [-8.716, -9.350, 11.663], [-10.387, -8.342, 13.322], [-10.416, -1.799, 13.436], [-9.990, -6.165, 17.959], [-9.061, -6.125, 19.776], [-7.869, -7.768, 11.946], [-15.679, -7.486, 12.252]],
  "mulliken_charge": [0.61, -0.53, 0.16, -0.78, -0.78, 0.43, 0.95, -0.76, 0.35, -0.47, 0.31, -0.91, 0.30, 0.13, 0.43, -0.76, -1.31, 0.39, -1.04, -0.49, 0.26, 0.37, 0.35, 0.15, 0.29, 0.41, 0.23, -0.45, 0.33, -0.72, -0.90, -0.17, 0.29, 0.29, -0.94]
}



[7]
{
  "formula": "C6H15NO2",
  "method": "ωB97M-V/def2-TZVPD",
  "relative_energy_kj_mol": 251.8,
  "smiles": "C=N/C=C/CCC.O.O",
  "charge": 0,
  "gap_ev": 9.89,
  "symbols": ["N", "C", "H", "O", "H", "H", "C", "C", "H", "H", "H", "H", "H", "H", "O", "H", "H", "H", "C", "C", "H", "C", "H", "H"],
  "xyz": [[-0.815, 2.436, 1.017], [0.166, 0.268, 1.468], [1.649, -1.364, -0.188], [2.020, -1.321, -3.040], [1.033, -1.421, 2.210], [-0.608, -1.735, 1.848], [-0.163, 3.207, 1.767], [0.273, -1.231, 1.457], [-1.914, 0.717, 1.362], [0.424, 2.891, 2.619], [2.571, -0.797, -2.449], [-0.006, 4.240, 1.458], [-1.228, 1.860, -1.113], [1.783, -0.705, -3.742], [-1.679, 1.352, -1.797], [0.853, -2.874, 0.273], [-2.604, 1.483, -1.564], [-0.073, -1.719, -1.926], [0.701, -1.808, 0.107], [-0.886, 1.045, 1.245], [-1.104, -0.907, -0.759], [-0.443, -1.749, -0.906], [1.144, 0.750, 1.497], [-1.095, -2.621, -0.840]],
  "mulliken_charge": [-0.44, -0.15, 0.27, -0.63, 0.31, 0.41, -0.42, -1.07, 0.41, 0.31, 0.31, 0.26, 0.34, 0.31, -0.66, 0.26, 0.31, 0.23, -0.26, -0.07, 0.21, -0.84, 0.28, 0.34]
}



[8]
{
  "formula": "C6H15NO2",
  "method": "ωB97M-V/def2-TZVPD",
  "relative_energy_kj_mol": 427.0,
  "smiles": "C=C(C)C[C@@H](N)CO.O",
  "charge": 0,
  "gap_ev": 9.69,
  "symbols": ["H", "O", "H", "H", "O", "H", "H", "N", "C", "H", "H", "H", "C", "C", "H", "C", "H", "C", "C", "H", "H", "H", "H", "H"],
  "xyz": [[0.821, -2.742, -1.289], [0.818, 2.002, 2.552], [0.294, -0.107, -1.832], [0.837, 0.906, -0.889], [-2.008, 1.521, -1.658], [-1.626, -0.371, -2.461], [-3.053, -0.065, -1.304], [-1.387, 0.825, 0.761], [1.335, -2.340, -0.499], [-2.573, 1.927, -2.215], [0.994, 1.419, 3.334], [3.112, -0.799, 1.151], [0.395, -0.106, -0.802], [2.026, -0.556, 1.004], [0.490, 1.386, 1.876], [-2.053, 0.127, -1.467], [2.158, -2.888, -0.296], [-1.050, -0.205, -0.272], [1.307, -1.050, -0.195], [-1.292, -1.162, 0.195], [-2.361, 0.762, 0.963], [-1.107, 1.844, 0.432], [2.308, 0.656, 0.967], [1.614, -0.984, 1.945]],
  "mulliken_charge": [0.36, -0.68, 0.65, 0.50, -0.48, 0.28, 0.46, -0.73, -1.24, 0.26, 0.33, 0.45, -1.27, -1.37, 0.32, -0.78, 0.45, 0.28, 0.66, 0.46, 0.23, 0.29, 0.32, 0.25]
}



[9]
{
  "formula": "C6H15NO2",
  "method": "ωB97M-V/def2-TZVPD",
  "relative_energy_kj_mol": 209.8,
  "smiles": "CC(C)(C)C.NC(=O)O",
  "charge": 0,
  "gap_ev": 10.32,
  "symbols": ["H", "O", "C", "H", "C", "H", "C", "H", "H", "O", "H", "C", "H", "H", "H", "H", "H", "C", "H", "N", "H", "H", "H", "C"],
  "xyz": [[2.482, -2.062, -0.619], [2.970, 0.132, -1.395], [-1.065, 0.232, 0.264], [3.079, 1.087, -1.506], [-2.515, 0.014, -0.111], [-0.501, -1.278, -1.307], [-0.734, 1.663, 0.543], [-1.262, -0.534, 2.251], [-3.160, 0.319, 0.715], [2.161, 0.838, 0.584], [0.370, 1.736, 0.577], [-0.153, -0.250, -1.292], [-1.147, 2.338, -0.202], [-2.786, 0.615, -0.979], [-1.064, 1.965, 1.537], [-0.736, 0.322, -2.013], [0.378, -0.429, 1.718], [2.252, -0.073, -0.236], [0.763, -0.170, -1.861], [2.258, -1.410, 0.116], [-0.690, -1.733, 1.089], [2.440, -1.607, 1.087], [-2.717, -1.032, -0.336], [-0.620, -0.685, 1.378]],
  "mulliken_charge": [0.22, -0.49, 1.83, 0.34, -1.78, 0.30, -1.48, 0.50, 0.44, -0.66, 0.29, -1.43, 0.35, 0.40, 0.41, 0.42, 0.30, 0.43, 0.50, -0.26, 0.30, 0.25, 0.39, -1.57]
}



[10]
{
  "formula": "C6H15NO2",
  "method": "ωB97M-V/def2-TZVPD",
  "relative_energy_kj_mol": 690.2,
  "charge": 0,
  "gap_ev": [6.34, 7.35],
  "symbols": ["C", "H", "H", "C", "H", "C", "H", "N", "H", "H", "H", "H", "H", "H", "C", "C", "H", "H", "O", "O", "H", "H", "H", "C"],
  "xyz": [[-1.334, -0.101, 0.665], [-2.127, 0.400, -1.294], [-0.745, -0.920, 2.573], [-1.349, -1.187, 1.707], [-0.419, 2.186, -1.422], [0.469, 1.927, -0.836], [1.341, 2.264, -1.401], [3.125, -1.134, -0.987], [-2.381, -1.338, 2.052], [-0.988, -2.130, 1.298], [0.478, -0.176, -1.513], [1.106, 0.454, 1.419], [-3.192, -0.593, -0.287], [-1.768, -1.314, -1.058], [0.950, -0.134, 0.526], [-2.143, -0.416, -0.567], [3.854, -1.549, -0.405], [0.457, 2.463, 0.113], [2.853, 0.152, -0.459], [-1.645, 1.107, 1.269], [1.120, -1.199, 0.561], [-1.807, 1.778, 0.596], [3.549, -0.997, -1.905], [0.597, 0.459, -0.644]],
  "mulliken_charge": [0.94, 0.33, 0.37, -1.65, 0.36, -1.45, 0.39, -0.49, 0.43, 0.38, 0.31, 0.30, 0.43, 0.33, -0.69, -1.43, 0.20, 0.35, -0.51, -0.52, 0.44, 0.38, 0.21, 0.59]
}